Record 1
Here is a cluster of 2 separate species, C5H11O3 in total in a non-equilibrium geometry from the Open Molecules 2025 dataset. Energies are from the ωB97M-V functional and the def2-TZVPD basis.

Cartesian coordinates (Å):
O: 2.552 -0.889 0.437
C: 1.590 -1.161 -0.324
O: 1.089 -2.131 -0.873
C: 0.575 0.072 -0.165
C: -0.791 -0.241 -0.772
C: -1.919 0.074 0.201
C: -3.183 -0.110 -0.646
H: 0.383 0.322 1.012
H: 1.053 1.025 -0.396
H: -1.044 0.323 -1.631
H: -0.969 -1.253 -1.052
H: -2.014 -0.555 1.160
H: -1.804 1.102 0.425
H: -2.808 -0.037 -1.646
H: -3.912 0.629 -0.553
H: -3.553 -1.122 -0.502
H: 1.303 2.606 1.201
H: -0.075 3.003 1.398
O: 0.835 3.289 1.789

Computed properties:
HOMO energy (eV): -3.7500
M (g mol⁻¹): 119.1
Energy (a.u.): -422.83762
ΔE to the lowest compared entry with this formula, charge and spin (kJ/mol): 199.7
Charge: -1

---

Record 2
Here is a cluster of 10 separate species, C30H90O40P10 in total in a non-equilibrium geometry from the Open Molecules 2025 dataset. Energies are from the ωB97M-V functional and the def2-TZVPD basis.

Cartesian coordinates (Å):
C: 0.616 2.018 0.767
O: -0.084 0.800 0.944
P: 0.838 -0.525 1.487
O: 0.068 -1.553 2.133
O: 1.723 -0.952 0.190
C: 1.074 -1.647 -0.905
O: 1.932 0.267 2.376
C: 3.050 -0.429 2.901
H: 1.339 1.879 -0.038
H: 1.084 2.449 1.652
H: -0.121 2.746 0.430
H: 1.565 -2.447 -1.460
H: 0.765 -1.009 -1.733
H: 0.123 -2.090 -0.610
H: 2.847 -1.492 3.030
H: 3.473 0.078 3.768
H: 3.958 -0.271 2.318
C: 3.955 -5.545 3.886
O: 4.421 -4.781 5.030
P: 5.098 -3.262 4.946
O: 4.853 -2.549 3.686
O: 6.730 -3.599 5.213
C: 7.659 -2.588 4.881
O: 4.485 -2.628 6.361
C: 4.724 -1.294 6.827
H: 3.977 -6.626 4.028
H: 4.520 -5.281 2.992
H: 2.928 -5.237 3.690
H: 8.578 -3.029 4.492
H: 7.911 -2.202 5.868
H: 7.274 -1.817 4.213
H: 5.089 -0.599 6.071
H: 5.548 -1.222 7.536
H: 3.877 -0.746 7.238
C: 1.388 -8.227 -7.318
O: 1.320 -7.557 -6.141
P: 0.515 -6.122 -6.062
O: 1.044 -5.112 -7.092
O: 0.557 -5.559 -4.550
C: 1.651 -4.974 -3.837
O: -0.975 -6.649 -6.381
C: -1.689 -7.581 -5.639
H: 0.819 -7.801 -8.145
H: 0.831 -9.163 -7.348
H: 2.344 -8.435 -7.798
H: 1.349 -4.121 -3.229
H: 2.419 -4.648 -4.538
H: 2.157 -5.744 -3.253
H: -1.207 -8.558 -5.667
H: -2.709 -7.673 -6.013
H: -1.887 -7.408 -4.582
C: -1.220 -2.725 -4.176
O: -2.573 -2.874 -3.831
P: -3.544 -4.060 -4.294
O: -3.468 -5.343 -3.661
O: -4.986 -3.442 -4.329
C: -6.000 -3.675 -3.399
O: -3.267 -4.012 -5.873
C: -3.928 -4.929 -6.714
H: -0.629 -2.549 -3.278
H: -1.252 -1.846 -4.819
H: -1.025 -3.703 -4.617
H: -6.822 -4.291 -3.764
H: -6.598 -2.784 -3.207
H: -5.811 -4.211 -2.469
H: -4.388 -5.734 -6.140
H: -3.315 -5.575 -7.342
H: -4.603 -4.427 -7.406
C: 1.278 -0.367 -6.368
O: 2.475 0.074 -5.592
P: 3.303 -0.865 -4.634
O: 2.569 -2.044 -4.278
O: 4.706 -1.131 -5.327
C: 5.256 -2.447 -5.338
O: 3.670 0.238 -3.506
C: 4.589 -0.271 -2.425
H: 0.367 -0.145 -5.811
H: 1.274 -1.437 -6.576
H: 1.285 0.046 -7.377
H: 4.717 -3.159 -4.712
H: 6.270 -2.364 -4.948
H: 5.238 -2.709 -6.396
H: 4.011 -0.956 -1.805
H: 5.051 0.478 -1.782
H: 5.396 -0.856 -2.867
C: -5.459 -2.880 0.203
O: -4.269 -3.374 -0.302
P: -3.686 -4.863 0.238
O: -4.156 -6.150 -0.396
O: -2.110 -4.576 0.163
C: -1.398 -4.833 -1.067
O: -3.969 -4.847 1.931
C: -3.261 -5.817 2.772
H: -6.167 -2.719 -0.611
H: -5.317 -1.803 0.293
H: -5.909 -3.172 1.152
H: -1.229 -5.878 -1.328
H: -0.401 -4.422 -0.909
H: -1.940 -4.478 -1.944
H: -2.946 -6.718 2.246
H: -3.759 -6.284 3.622
H: -2.386 -5.347 3.221
C: 4.136 7.937 2.320
O: 2.798 7.624 2.846
P: 2.197 6.200 3.038
O: 1.654 5.658 1.772
O: 3.201 5.278 3.958
C: 3.136 3.878 3.663
O: 1.016 6.372 4.042
C: 0.965 6.937 5.376
H: 3.996 8.699 1.554
H: 4.698 7.047 2.036
H: 4.640 8.440 3.145
H: 3.748 3.515 4.489
H: 3.540 3.502 2.723
H: 2.201 3.319 3.707
H: 0.384 7.858 5.397
H: 1.957 7.221 5.726
H: 0.442 6.238 6.030
C: -2.173 4.098 3.220
O: -1.810 4.808 4.414
P: -2.304 4.526 5.950
O: -1.492 5.168 6.977
O: -3.877 4.977 6.019
C: -4.287 5.689 7.205
O: -2.470 2.912 6.034
C: -1.418 2.003 5.911
H: -1.252 4.019 2.641
H: -2.728 4.772 2.568
H: -2.378 3.027 3.246
H: -4.179 6.766 7.074
H: -3.719 5.319 8.058
H: -5.313 5.359 7.363
H: -1.645 1.136 5.291
H: -1.355 1.464 6.856
H: -0.443 2.381 5.601
C: 1.182 10.223 -3.483
O: 0.673 9.120 -2.679
P: 1.344 7.714 -2.930
O: 2.614 7.497 -2.280
O: 0.274 6.663 -2.350
C: 0.261 6.482 -0.963
O: 1.344 7.611 -4.598
C: 2.301 6.851 -5.364
H: 2.266 10.121 -3.525
H: 1.225 11.141 -2.896
H: 0.732 10.242 -4.476
H: 0.806 7.202 -0.352
H: 0.492 5.470 -0.628
H: -0.722 6.878 -0.709
H: 2.327 5.821 -5.009
H: 3.343 7.118 -5.189
H: 2.309 7.002 -6.444
C: -5.148 2.135 4.341
O: -4.727 2.061 3.029
P: -5.305 1.053 1.980
O: -6.111 -0.073 2.538
O: -4.052 0.486 1.053
C: -2.869 0.004 1.667
O: -6.120 2.053 0.895
C: -7.362 2.729 1.270
H: -4.443 1.777 5.091
H: -6.115 1.652 4.481
H: -5.204 3.202 4.552
H: -2.402 0.918 2.033
H: -2.221 -0.640 1.072
H: -2.941 -0.536 2.611
H: -8.265 2.144 1.096
H: -7.588 3.647 0.727
H: -7.235 2.856 2.345

Computed properties:
HOMO energy (eV): -9.8318
M (g mol⁻¹): 1400.8
Energy (a.u.): -7620.80787
SMILES: COP(=O)(OC)OC.COP(=O)(OC)OC.COP(=O)(OC)OC.COP(=O)(OC)OC.COP(=O)(OC)OC.COP(=O)(OC)OC.COP(=O)(OC)OC.COP(=O)(OC)OC.COP(=O)(OC)OC.COP(=O)(OC)OC
ΔE to the lowest compared entry with this formula, charge and spin (kJ/mol): 960.9

---

Record 3
Here is a cluster of 2 separate species, C6H16O2 in total in a non-equilibrium geometry from the Open Molecules 2025 dataset. Energies are from the ωB97M-V functional and the def2-TZVPD basis.

Cartesian coordinates (Å):
C: -1.583 1.993 -2.159
C: -2.220 0.780 -1.522
O: -2.172 0.927 -0.067
C: -2.519 -0.248 0.742
H: -0.616 2.144 -1.651
H: -2.227 2.865 -1.956
H: -1.404 1.934 -3.246
H: -1.658 -0.099 -1.892
H: -3.250 0.714 -1.923
H: -1.992 -1.047 0.194
H: -3.590 -0.506 0.795
H: -2.117 -0.201 1.768
C: 2.210 0.703 1.153
C: 2.301 -0.635 1.846
O: 2.834 -1.675 1.053
C: 2.042 -2.195 -0.046
H: 3.170 1.016 0.709
H: 1.869 1.491 1.846
H: 1.466 0.599 0.345
H: 1.263 -0.961 2.053
H: 2.824 -0.539 2.816
H: 2.568 -2.738 -0.849
H: 1.409 -1.417 -0.504
H: 1.393 -2.906 0.493

Computed properties:
HOMO energy (eV): -9.5620
M (g mol⁻¹): 120.2
Energy (a.u.): -388.60278
SMILES: CCOC.CCOC
ΔE to the lowest compared entry with this formula, charge and spin (kJ/mol): 204.6